DFT (ωB97M-V with the def2-TZVPD basis set) results for 8 unconnected molecules or ions with the total composition H16O8.

Geometry (Å):
O: -3.380 -0.299 1.772
H: -2.882 0.286 1.163
H: -3.965 0.291 2.260
O: -1.774 1.550 0.313
H: -0.856 1.850 0.382
H: -2.237 2.269 -0.136
O: 2.410 -1.881 0.840
H: 2.949 -1.628 1.599
H: 2.772 -2.726 0.547
O: -1.748 -0.726 -2.034
H: -1.187 -0.332 -1.346
H: -2.601 -0.869 -1.608
O: -0.685 -0.372 2.795
H: -0.855 0.544 3.038
H: -1.491 -0.649 2.324
O: 3.914 0.316 -1.332
H: 3.334 -0.343 -0.930
H: 3.750 1.125 -0.834
O: 0.528 0.004 -0.205
H: -0.142 -0.050 0.488
H: 1.278 -0.498 0.157
O: 1.205 0.691 -3.388
H: 1.417 0.649 -2.448
H: 0.247 0.798 -3.415

Values from the calculation:
highest occupied orbital energy: -10.6392 eV
relative energy (zero: lowest compared OMol25 entry of this formula, charge and spin): 44.7 kcal per mole
gap between HOMO and LUMO: 10.59 eV
multiplicity: 1

natural (NBO) population analysis, charges in e, atoms 1 to 5:
1. O -0.972
2. H 0.493
3. H 0.476
4. O -0.980
5. H 0.501